# 1
Formula: C30H39ClCuI2N2O5S3
Source: OMol25
Level of theory: wB97M-V/def2-TZVPD

Element x y z (Å)
C: 7.15064 -0.59543 1.18127
O: 6.19969 0.15600 0.38033
C: 6.38943 -0.06143 -1.03131
C: 5.01070 -0.42907 -1.81607
C: 3.96351 0.76885 -1.62928
C: 2.43826 0.45965 -2.02669
C: 1.42247 0.81337 -0.79860
C: 0.16623 1.56340 -1.45489
C: -0.78103 2.32466 -0.37326
C: -1.93766 3.05059 -1.26654
S: -3.45931 3.47198 -0.29909
C: -4.35486 1.88344 0.16415
S: -3.73165 1.10101 1.53145
N: -5.52651 1.38674 -0.60659
C: -6.62273 1.25931 0.37955
C: -7.50686 2.53310 0.60695
C: -8.64492 2.47605 1.66802
C: -8.96255 1.19313 2.51977
C: -8.09147 -0.07194 2.29342
C: -6.95734 0.01924 1.23629
C: -5.23704 0.13578 -1.32205
C: -6.33406 -0.86331 -1.84408
C: -6.01031 -2.17949 -2.59580
C: -4.53680 -2.61889 -2.90172
C: -3.43095 -1.61672 -2.43213
C: -3.75854 -0.28181 -1.66809
C: 1.02331 -0.49370 0.09378
Cl: -0.72304 -1.05190 -0.24428
C: 0.97258 0.05776 1.62862
C: 2.42822 0.39015 2.23564
C: 2.37044 1.93640 2.73082
N: 1.33677 2.39802 3.67737
O: 3.20305 2.75421 2.25594
C: 2.06972 -1.69867 -0.06479
C: 1.95580 -2.84361 1.04952
I: 0.44668 -4.38663 0.53879
C: 3.38562 -3.64972 1.00923
C: 4.58329 -2.85283 1.71637
I: 3.01566 -5.57412 2.05510
O: 2.08053 -2.34439 -1.36366
S: 2.07559 -1.24479 -2.63372
O: 2.91027 -1.67529 -3.82435
O: 0.64225 -1.20953 -3.14430
H: 7.31669 -1.67087 0.82184
H: 8.19358 -0.10185 1.19992
H: 6.80390 -0.66276 2.28183
H: 7.22374 -0.82022 -1.25069
H: 6.77278 0.96246 -1.47734
H: 4.67102 -1.44914 -1.43617
H: 5.29205 -0.50471 -2.92331
H: 4.32825 1.64715 -2.29232
H: 4.05008 1.16459 -0.54622
H: 2.17256 1.17702 -2.89367
H: 1.97818 1.60794 -0.16497
H: 0.60679 2.41763 -2.10553
H: -0.43897 0.91756 -2.19123
H: -1.22548 1.61504 0.40056
H: -0.15163 3.11117 0.19700
H: -2.13791 2.48914 -2.25219
H: -1.47068 4.05907 -1.59058
H: -7.32854 3.52308 0.05061
H: -9.30304 3.38877 1.90062
H: -9.77797 1.15736 3.31207
H: -8.23305 -1.05519 2.86063
H: -6.30953 -0.92131 1.10574
H: -7.43505 -0.63219 -1.65746
H: -6.85330 -2.87108 -2.91613
H: -4.27059 -3.60578 -3.42907
H: -2.35140 -1.92838 -2.68057
H: -2.84646 0.35001 -1.39234
H: 0.31191 0.98200 1.73686
H: 0.47979 -0.76911 2.26476
H: 2.56304 -0.26314 3.16762
H: 3.29069 0.34007 1.49369
H: 1.37132 1.87202 4.56161
H: 1.49810 3.39937 3.85271
H: 3.12185 -1.22688 0.06703
H: 1.85324 -2.46734 2.12091
H: 3.60699 -3.95974 -0.08237
H: 5.48115 -2.90797 0.98780
H: 4.37698 -1.72602 1.84446
H: 4.91888 -3.36366 2.67798
Cu: 7.21698 2.33633 -1.23513

Summary:
HOMO level (spin up / spin down) ... -10.928 / -10.928 eV
2S+1 ... 2
Net charge ... +2

Here are the Löwdin charges for atoms 1 to 6, given in e: atom 1 (C): -0.0974, atom 2 (O): -0.2374, atom 3 (C): -0.1895, atom 4 (C): -0.1272, atom 5 (C): -0.1508, atom 6 (C): -0.2534

# 2
Formula: CHBr2NO
Source: OMol25
Level of theory: wB97M-V/def2-TZVPD

Element x y z (Å)
C: -1.38739 0.24107 0.28617
N: 2.15776 0.16936 -0.83703
O: -2.06922 1.10484 0.60882
Br: -2.07224 -1.67134 0.15692
Br: 0.83200 0.72467 0.18132
H: 2.53909 -0.56861 -0.39620

Summary:
HOMO level (spin up / spin down) ... -8.954 / -9.856 eV
Relative energy (zero: lowest compared OMol25 entry of this formula, charge and spin) ... 86.94 kcal per mole
Net charge ... 0

So, what does the Löwdin scheme give us? The charges, in e, come out as: atom 1 (C): -0.9126, atom 2 (N): -0.4216, atom 3 (O): 0.0056, atom 4 (Br): 0.5173, atom 5 (Br): 0.9393, atom 6 (H): -0.1280

# 3
Formula: C4H3I
Source: OMol25
Level of theory: wB97M-V/def2-TZVPD

Element x y z (Å)
C: -1.87184 0.76070 0.50460
C: -1.22438 1.27477 -0.37878
C: 0.88419 -1.62341 -0.16097
C: 1.84406 -0.99010 -0.00126
I: 3.62559 0.12629 0.17298
H: -2.33302 0.68531 1.38879
H: -0.75727 1.69343 -1.27816
H: -0.16732 -1.92699 -0.24720

Summary:
Structure (SMILES) ... C#CI.C#C
HOMO level ... -9.756 eV
Relative energy (zero: lowest compared OMol25 entry of this formula, charge and spin) ... 58.35 kcal per mole
Net charge ... 0

Here are the Löwdin charges for atoms 1 to 6, given in e: atom 1 (C): 0.0011, atom 2 (C): 0.0025, atom 3 (C): -0.0757, atom 4 (C): -0.7359, atom 5 (I): 0.7495, atom 6 (H): -0.0249

# 4
Formula: H2N2O4S
Source: OMol25
Level of theory: wB97M-V/def2-TZVPD

Element x y z (Å)
N: -0.39013 -0.31349 -1.56076
N: -1.65790 -0.71556 2.03081
O: -2.08338 -0.92861 3.11804
O: -1.21389 0.29738 1.57891
O: -1.63501 -1.81661 1.14977
O: 0.61556 1.67206 -2.67082
S: 0.46522 0.23665 -2.62684
H: -0.99376 0.40936 -1.02700
H: -1.37842 -1.55248 0.21993

Summary:
HOMO level ... -11.783 eV
Relative energy (zero: lowest compared OMol25 entry of this formula, charge and spin) ... 53.13 kcal per mole
Net charge ... 0

Here are the Löwdin charges for atoms 1 to 6, given in e: atom 1 (N): -0.3417, atom 2 (N): -0.4621, atom 3 (O): 0.1444, atom 4 (O): 0.0871, atom 5 (O): 0.0751, atom 6 (O): -0.4929

# 5
Formula: C16H46N3O8PdZn
Source: OMol25
Level of theory: wB97M-V/def2-TZVPD

Element x y z (Å)
Zn: 0.37987 -1.21445 0.25955
Pd: -1.19454 2.32444 -1.13626
O: -0.10637 0.68258 -0.27409
H: 0.69851 1.07589 0.05651
C: 3.71386 0.01047 -2.12346
C: 3.48191 -1.22014 -1.20317
C: 4.75923 -1.57675 -0.47343
O: 4.54434 -2.41114 0.67315
C: 4.28151 -3.76749 0.34428
N: 2.45805 -0.82524 -0.14350
H: 2.84867 0.32921 -2.70480
H: 4.51575 -0.32970 -2.77898
H: 3.96788 0.89819 -1.53739
H: 3.16807 -2.03747 -1.85346
H: 5.25216 -0.72637 0.00523
H: 5.46944 -2.12676 -1.09907
H: 5.15580 -4.19386 -0.14505
H: 3.38541 -3.89140 -0.28128
H: 3.99294 -4.33092 1.23083
H: 2.74062 0.14299 0.00142
H: 2.87478 -1.30556 0.67172
C: -2.20348 -2.85882 -2.85727
C: -1.53310 -1.95891 -1.77323
C: -2.30245 -2.30233 -0.47109
O: -1.64957 -1.66374 0.63845
C: -2.48875 -1.70732 1.78482
N: -0.10474 -2.22161 -1.59248
H: -3.29333 -2.79496 -2.87003
H: -2.04051 -3.93028 -2.72533
H: -1.81844 -2.51026 -3.81573
H: -1.73040 -0.94851 -2.12192
H: -2.35458 -3.39427 -0.41032
H: -3.33276 -1.94734 -0.52897
H: -1.86320 -1.57602 2.66724
H: -2.95685 -2.68290 1.96322
H: -3.32601 -1.00790 1.80704
H: 0.17885 -3.19722 -1.57743
H: 0.29340 -1.89680 -2.47643
C: -1.97599 3.59424 3.13511
C: -1.83053 2.75815 1.84528
C: -3.11538 2.15012 1.32858
O: -2.89753 1.50311 0.06297
C: -4.15002 0.94516 -0.39561
N: -1.38140 3.69509 0.76311
H: -0.99713 3.81330 3.56196
H: -2.44586 2.93779 3.87336
H: -2.54314 4.50883 2.98074
H: -1.04055 2.01808 1.97146
H: -3.93030 2.88311 1.25318
H: -3.56365 1.40314 1.99291
H: -4.47286 0.12889 0.25612
H: -3.92476 0.44113 -1.33400
H: -4.92357 1.70807 -0.43032
H: -2.06730 4.45708 0.75409
H: -0.59871 4.22866 1.15348
C: 0.00963 4.80162 -2.71288
C: 1.10757 4.42425 -1.73812
O: 1.01528 3.05763 -1.22547
O: -1.25850 4.34702 -2.15483
H: 0.09981 4.24322 -3.64828
H: -0.03969 5.86366 -2.93426
H: 1.05906 5.12887 -0.90087
H: 2.12477 4.54566 -2.11131
H: 1.47964 3.10049 -0.38194
H: -1.94760 4.99407 -2.34831
C: 1.06952 -1.95488 2.94299
C: 0.53093 -3.22418 2.34605
O: 0.81649 -3.16243 0.95416
O: 0.61816 -0.74572 2.26779
H: 2.16764 -2.00497 2.90015
H: 0.94951 -1.88252 4.02796
H: -0.48306 -3.52885 2.61978
H: 1.09910 -4.03161 2.82610
H: 0.66444 -3.99328 0.49034
H: 0.91407 -0.05937 2.87928

Summary:
HOMO level (spin up / spin down) ... -17.224 / -17.224 eV
2S+1 ... 3
Relative energy (zero: lowest compared OMol25 entry of this formula, charge and spin) ... 12.88 kcal per mole
Net charge ... +3

Here are the Löwdin charges for atoms 1 to 6, given in e: atom 1 (Zn): 0.6157, atom 2 (Pd): 1.1602, atom 3 (O): -0.3564, atom 4 (H): -0.0473, atom 5 (C): -0.0324, atom 6 (C): -0.3545

# 6
Formula: C4H4N2
Source: OMol25
Level of theory: wB97M-V/def2-TZVPD

Element x y z (Å)
C: -1.26172 -0.43718 -0.15692
C: -0.47347 -0.21056 0.90523
C: -0.46163 -0.01340 -1.27950
C: 0.80184 0.39413 0.41060
N: 0.74723 0.34513 -1.02785
N: 1.77719 0.64928 1.14930
H: -2.16627 -0.93440 -0.09170
H: -0.74485 -0.58055 1.90212
H: -0.81070 -0.07409 -2.40165
H: 2.59239 0.86164 0.59037

Summary:
Structure (SMILES) ... [H]/N=C1/C=CC=N1
HOMO level ... -9.991 eV
Relative energy (zero: lowest compared OMol25 entry of this formula, charge and spin) ... 32.89 kcal per mole
Net charge ... 0

Here are the Löwdin charges for atoms 1 to 6, given in e: atom 1 (C): -0.0603, atom 2 (C): -0.0141, atom 3 (C): -0.1697, atom 4 (C): -0.4395, atom 5 (N): 0.0880, atom 6 (N): 0.1953

# 7
Formula: CH4INOS
Source: OMol25
Level of theory: wB97M-V/def2-TZVPD

Element x y z (Å)
C: 1.04600 -1.14165 -1.97826
N: 0.17279 -0.76175 -1.11135
O: 0.17938 -0.74493 0.14358
S: 1.48570 -5.09570 0.39718
I: 1.82445 -4.47355 -1.84481
H: 2.03694 -1.46703 -1.73649
H: 0.34352 -4.35427 0.56892
H: 0.89540 -0.91932 -3.03389
H: -0.64817 -0.34446 -1.63068

Summary:
Structure (SMILES) ... C=[NH+][O-].SI
HOMO level ... -8.868 eV
Relative energy (zero: lowest compared OMol25 entry of this formula, charge and spin) ... 36.34 kcal per mole
Net charge ... 0

Here are the Löwdin charges for atoms 1 to 6, given in e: atom 1 (C): -0.0579, atom 2 (N): -0.2600, atom 3 (O): -0.0981, atom 4 (S): -0.0231, atom 5 (I): 0.3765, atom 6 (H): 0.0255

# 8
Formula: C10H15ClFFeIr
Source: OMol25
Level of theory: wB97M-V/def2-TZVPD

Element x y z (Å)
Ir: -0.12441 0.46962 0.27510
Cl: 2.12880 0.85539 -0.32566
C: -0.41829 1.63469 1.82467
H: -1.18877 1.27028 2.52362
H: -0.66901 2.64289 1.45939
H: 0.56344 1.66434 2.33391
Fe: 0.82870 1.46309 -2.11389
C: 1.08784 0.13988 -3.63102
C: 1.27175 3.32532 -2.77887
C: -1.06380 1.27996 -1.22529
H: 0.37938 3.96971 -2.72004
H: 2.05489 3.73003 -2.11367
H: 1.64901 3.29289 -3.81543
H: 0.12865 -0.34150 -3.87873
H: 1.50355 0.64845 -4.51743
H: 1.79990 -0.62164 -3.26903
H: -1.59547 2.26082 -1.09625
H: -1.66668 0.67154 -1.95584
F: -0.88710 -4.64831 3.63932
C: -0.73416 -3.50465 2.89424
C: 0.51895 -3.25450 2.32942
C: 0.66134 -2.08462 1.55134
C: -0.42626 -1.22456 1.34807
C: -1.67234 -1.50099 1.94433
C: -1.83011 -2.66281 2.73048
H: 1.33989 -3.95261 2.49637
H: 1.60808 -1.81637 1.10056
H: -2.46864 -0.79097 1.78528
H: -2.77915 -2.91538 3.20504

Summary:
HOMO level (spin up / spin down) ... -1.894 / -4.821 eV
2S+1 ... 10
Relative energy (zero: lowest compared OMol25 entry of this formula, charge and spin) ... 0.00 kcal per mole
Net charge ... -1

Here are the Löwdin charges for atoms 1 to 6, given in e: atom 1 (Ir): 1.0527, atom 2 (Cl): 0.0306, atom 3 (C): -0.4170, atom 4 (H): -0.0203, atom 5 (H): -0.0165, atom 6 (H): -0.0235

> Which formula does entry 4 have?

H2N2O4S